<w>
C7H11N2O2P | the ωB97M-V functional and the def2-TZVPD basis

Geometry as ORCA input:
```
! RIJCOSX wB97M-V def2-TZVPD def2/J DEFGRID3
* xyz 0 1
C 2.72 -1.37 0.01
C 2.96 -0.33 -0.91
C 1.49 -1.30 0.74
C 2.19 0.85 -0.89
C 0.68 -0.19 0.73
C 1.05 0.91 -0.11
C 0.23 2.14 -0.13
N -2.13 -1.90 -0.58
N -3.54 0.44 0.08
O -2.32 -1.11 1.76
O -1.05 1.92 0.02
P -2.30 -0.62 0.25
H 3.13 -2.36 0.08
H 3.63 -0.43 -1.86
H 1.16 -2.08 1.41
H 2.48 1.71 -1.49
H -0.25 -0.19 1.24
H 0.51 2.92 0.69
H 0.43 2.80 -1.07
H -2.23 -1.76 -1.59
H -3.27 0.84 -0.82
H -3.55 1.13 0.71
H -2.02 -2.04 1.73
*
```

Properties
Frontier orbital gap (alpha / beta) ... 7.26 / 6.24 eV
E_HOMO (alpha / beta) ... -8.41 / -7.80 eV
Molar mass ... 186.15 g mol⁻¹

<x>
C7H11N2O2P | the ωB97M-V functional and the def2-TZVPD basis

Geometry as ORCA input:
```
! RIJCOSX wB97M-V def2-TZVPD def2/J DEFGRID3
* xyz 0 1
C 3.48 -0.88 0.06
C 2.28 -0.67 0.11
C 0.70 1.09 -0.76
C 0.91 -0.26 -0.12
C 1.30 3.02 -1.74
C 0.19 -2.17 1.02
C -2.97 -0.02 1.27
N 1.69 1.89 -0.97
N -0.07 -0.98 0.29
O -2.42 -2.27 -0.09
O -2.47 0.28 -0.05
P -1.86 -1.07 -0.77
H 4.56 -1.12 0.04
H -0.35 1.40 -0.99
H 0.21 3.16 -1.80
H 1.86 3.85 -1.34
H 1.70 2.88 -2.71
H -0.10 -3.00 0.34
H 1.11 -2.35 1.60
H -0.55 -2.19 1.75
H -3.24 0.84 1.81
H -2.13 -0.74 1.81
H -3.82 -0.68 1.24
*
```

Properties
Frontier orbital gap ... 7.82 eV
E_HOMO ... -8.76 eV
Molar mass ... 186.15 g mol⁻¹

Most favorable structure: <x>. The second most favorable one is 0.0032 hartree above it.

<w>
C5H9N3 | the ωB97M-V functional and the def2-TZVPD basis

Geometry as ORCA input:
```
! RIJCOSX wB97M-V def2-TZVPD def2/J DEFGRID3
* xyz 0 1
C -0.18 -0.71 0.24
C -1.40 -0.31 -0.34
C 1.04 1.19 0.11
C 0.87 0.06 -0.84
C 1.07 -1.40 -0.58
H -0.32 0.41 1.91
H 1.25 -0.21 1.67
H -2.09 -0.88 0.38
H -1.71 -0.74 -1.18
H -2.11 1.57 0.32
H 2.09 1.66 0.26
H 0.31 0.51 -1.76
H 0.64 -1.97 -1.46
H 1.81 -1.88 -0.06
N 0.04 -0.47 1.63
N -1.29 1.23 -0.38
N -0.01 1.95 0.09
*
```

Properties
SMILES string ... N[C@@]12CNN=C[C@H]1C2
Frontier orbital gap ... 8.93 eV
E_HOMO ... -8.11 eV
Molar mass ... 111.15 g mol⁻¹

<x>
C5H9N3 | the ωB97M-V functional and the def2-TZVPD basis

Geometry as ORCA input:
```
! RIJCOSX wB97M-V def2-TZVPD def2/J DEFGRID3
* xyz 0 1
C 0.40 0.84 1.62
C -0.71 0.87 0.57
C -0.73 -0.20 -0.47
C -1.63 -1.20 -0.64
N -1.26 -2.01 -1.68
C -0.10 -1.53 -2.15
N 0.22 -0.43 -1.42
N 1.72 0.76 0.93
H 0.36 -0.09 2.18
H 0.43 1.72 2.27
H -1.63 1.04 1.15
H -0.60 1.80 -0.02
H -2.54 -1.41 -0.12
H 0.54 -1.99 -2.88
H 1.04 0.13 -1.54
H 2.17 1.66 0.91
H 2.34 0.03 1.28
*
```

Properties
SMILES string ... NCCc1cnc[nH]1
Frontier orbital gap ... 9.23 eV
E_HOMO ... -8.36 eV
Molar mass ... 111.15 g mol⁻¹

<y>
C5H9N3 | the ωB97M-V functional and the def2-TZVPD basis

Geometry as ORCA input:
```
! RIJCOSX wB97M-V def2-TZVPD def2/J DEFGRID3
* xyz 0 1
C 1.94 -0.21 0.11
C 0.91 0.60 0.90
C -0.50 0.26 0.37
C -1.08 -0.92 0.61
N -2.18 -0.90 -0.35
C -2.15 0.43 -0.67
N -0.99 1.04 -0.72
N 1.98 0.17 -1.32
H 1.68 -1.26 0.13
H 2.96 -0.08 0.49
H 0.98 1.68 0.81
H 0.76 0.26 1.93
H -1.18 -1.57 1.46
H -3.08 -1.33 -0.26
H -3.01 0.97 -0.27
H 1.74 1.16 -1.43
H 1.22 -0.31 -1.79
*
```

Properties
Frontier orbital gap ... 8.80 eV
E_HOMO ... -8.20 eV
Molar mass ... 111.15 g mol⁻¹

Most favorable structure: <x>. The second most favorable one is 0.1124 hartree above it.

<w>
C5H9N3 | the ωB97M-V functional and the def2-TZVPD basis

Geometry as ORCA input:
```
! RIJCOSX wB97M-V def2-TZVPD def2/J DEFGRID3
* xyz 0 1
C -0.73 -1.97 1.13
C -0.33 1.69 0.89
C -0.31 2.31 -0.34
C 0.03 1.36 -1.32
C 0.35 0.19 -0.77
H -1.89 -1.80 1.26
H -0.39 -2.66 1.88
H -0.52 -1.97 0.03
H 0.89 -1.25 1.06
H -0.92 1.79 1.92
H -0.35 3.33 -0.35
H 0.33 1.50 -2.34
H 0.41 -0.59 -2.75
H 2.37 -0.88 -0.99
N 0.17 -0.61 1.54
N -0.10 0.39 0.49
N 0.99 -0.83 -1.32
*
```

Properties
Frontier orbital gap ... 7.08 eV
E_HOMO ... -7.81 eV
Molar mass ... 111.15 g mol⁻¹

<x>
C5H9N3 | the ωB97M-V functional and the def2-TZVPD basis

Geometry as ORCA input:
```
! RIJCOSX wB97M-V def2-TZVPD def2/J DEFGRID3
* xyz 0 1
C 1.38 -0.02 -0.24
C -0.61 1.44 -0.18
C -1.41 0.14 -0.07
C -0.64 -0.85 0.91
C 0.35 -1.20 -0.12
H 3.11 0.38 -0.01
H 1.34 2.08 0.04
H -0.77 2.08 -1.14
H -1.11 2.00 0.88
H -2.41 0.16 -0.16
H -1.29 -1.77 0.90
H -0.16 -0.52 1.92
H 0.80 -2.27 -0.26
H -1.39 -1.57 -1.14
N 2.65 -0.46 -0.09
N 0.82 1.26 -0.10
N -0.66 -0.89 -1.13
*
```

Properties
SMILES string ... [H]/N=C1\NC[C@@H]2C[C@H]1N2
Frontier orbital gap ... 9.53 eV
E_HOMO ... -8.71 eV
Molar mass ... 111.15 g mol⁻¹

Most favorable structure: <x>. The second most favorable one is 0.1862 hartree above it.

<w>
C5H9N3 | the ωB97M-V functional and the def2-TZVPD basis

Geometry as ORCA input:
```
! RIJCOSX wB97M-V def2-TZVPD def2/J DEFGRID3
* xyz 0 1
C -0.41 1.66 -0.68
C -1.96 0.07 0.68
C 1.25 0.16 0.09
C 0.30 -0.70 -0.39
C -0.76 0.33 -0.16
N 2.53 0.03 0.40
N 0.26 -2.03 -0.64
N 0.53 1.29 0.41
H 3.05 0.84 0.72
H 3.04 -0.79 0.14
H 0.51 -2.69 0.09
H -0.47 -2.40 -1.24
H 0.03 1.74 -1.67
H -1.04 2.50 -0.39
H -2.67 -0.54 0.10
H -1.71 -0.47 1.59
H -2.47 1.00 0.95
*
```

Properties
Frontier orbital gap ... 7.27 eV
E_HOMO ... -6.20 eV
Molar mass ... 111.15 g mol⁻¹

<x>
C5H9N3 | the ωB97M-V functional and the def2-TZVPD basis

Geometry as ORCA input:
```
! RIJCOSX wB97M-V def2-TZVPD def2/J DEFGRID3
* xyz 0 1
C -0.94 -0.57 -0.16
C -0.41 0.63 0.75
C 0.72 -0.42 1.11
C 0.34 -0.84 -0.39
C 1.00 0.18 -1.21
H -2.83 -1.79 0.19
H -0.56 -3.03 0.63
H -1.29 -0.33 -1.31
H -1.17 1.23 1.36
H 1.64 -0.09 1.64
H 0.11 -1.29 1.55
H 0.82 -1.84 -0.86
H 1.35 -0.33 -2.18
H -0.04 2.65 0.67
N -1.50 -1.65 0.63
N 1.07 1.48 -0.91
N 0.09 1.73 -0.06
*
```

Properties
Frontier orbital gap ... 7.55 eV
E_HOMO ... -8.01 eV
Molar mass ... 111.15 g mol⁻¹

<y>
C5H9N3 | the ωB97M-V functional and the def2-TZVPD basis

Geometry as ORCA input:
```
! RIJCOSX wB97M-V def2-TZVPD def2/J DEFGRID3
* xyz 0 1
C -2.59 -0.59 0.06
C 0.38 1.49 -0.33
C 1.02 0.92 0.71
C 1.50 -0.56 0.42
C 0.13 -0.40 0.95
H -2.85 -0.34 1.28
H -2.71 -1.72 0.00
H -3.25 -0.33 -0.79
H 0.90 2.33 -0.64
H 1.44 1.64 1.60
H 2.26 -0.93 1.00
H 0.62 0.14 -1.64
H 3.43 -1.73 -0.94
H -0.60 -0.65 1.82
N -1.10 -0.17 -0.09
N -0.66 0.94 -0.81
N 1.49 -1.28 -0.88
*
```

Properties
Frontier orbital gap ... 7.75 eV
E_HOMO ... -8.38 eV
Molar mass ... 111.15 g mol⁻¹

<z>
C5H9N3 | the ωB97M-V functional and the def2-TZVPD basis

Geometry as ORCA input:
```
! RIJCOSX wB97M-V def2-TZVPD def2/J DEFGRID3
* xyz 0 1
C 1.04 0.97 1.10
C -0.49 -0.61 -0.08
C 0.49 0.34 -0.15
N -1.07 -1.21 -1.16
C -1.00 -1.08 1.23
C 0.99 0.79 -1.43
N -2.12 -1.61 1.49
N 1.75 1.76 -1.72
H -1.85 -1.83 -1.01
H -0.97 -0.81 -2.08
H -2.76 -1.71 0.70
H 2.03 2.34 -0.93
H -0.34 -0.94 2.08
H 0.70 0.19 -2.29
H 0.28 1.53 1.64
H 1.85 1.66 0.85
H 1.46 0.22 1.77
*
```

Properties
SMILES string ... [H]\N=C/C(C)=C(N)/C=N\[H]
Frontier orbital gap ... 8.30 eV
E_HOMO ... -8.33 eV
Molar mass ... 111.15 g mol⁻¹

Most favorable structure: <z>. The second most favorable one is 0.0732 hartree above it.